[1]
ORCA calculation (wB97M-V/def2-TZVPD) on C2H6O4P as an isolated structure.

Values from the calculation:
Net charge   +1
Spin multiplicity   1
E_tot   -19642.4364 eV
E_LUMO   -4.57 eV
ΔE to the lowest compared entry with this formula, charge and spin   107.7 kJ/mol
Gap between HOMO and LUMO   11.42 eV

Last column: natural (NBO) charge in e.
Geometry (Å):
1 C 1.13 -0.99 -0.05  -0.110
2 C 1.34 0.46 0.43  -0.112
3 O -0.03 -0.88 -0.86  -0.763
4 O 0.15 1.15 0.35  -0.736
5 O -2.34 -0.21 0.83  -0.909
6 O -1.70 0.90 -1.63  -0.933
7 P -0.89 0.33 -0.50  2.548
8 H 1.96 -1.49 -0.64  0.265
9 H 0.81 -1.69 0.86  0.217
10 H 1.77 0.60 1.53  0.247
11 H 1.94 0.95 -0.22  0.203
12 H -2.03 -0.89 1.48  0.502
13 H -2.12 1.76 -1.58  0.583



[2]
ORCA calculation (wB97M-V/def2-TZVPD) on C34H32MoN10OS4 as an isolated structure.

Values from the calculation:
Spin multiplicity   3
E_tot   -97924.1645 eV
E_LUMO (alpha / beta)   0.29 / -0.23 eV
Gap between HOMO and LUMO (alpha / beta)   6.47 / 6.24 eV

Last column: Löwdin spin population.
Geometry (Å):
1 Mo 1.15 -1.31 0.05  1.613
2 C -0.42 -2.71 3.99  -0.001
3 C 0.46 -2.16 4.91  0.012
4 C 1.52 -1.39 4.47  -0.003
5 C 1.68 -1.16 3.10  0.011
6 N 0.82 -1.71 2.22  0.009
7 C -0.20 -2.46 2.66  0.013
8 C 2.75 -0.36 2.51  0.000
9 C 3.68 0.34 3.29  0.000
10 C 4.67 1.09 2.69  0.001
11 C 4.73 1.16 1.30  0.001
12 C 3.80 0.47 0.53  0.002
13 C 2.80 -0.31 1.10  -0.011
14 H -1.25 -3.33 4.30  0.000
15 H 0.33 -2.34 5.97  0.001
16 H 2.21 -0.96 5.18  0.000
17 H -0.84 -2.87 1.88  0.001
18 H 3.63 0.29 4.37  0.000
19 H 5.39 1.62 3.29  0.000
20 H 5.51 1.74 0.82  0.000
21 H 3.88 0.54 -0.55  0.000
22 O 7.07 -1.39 -3.47  -0.001
23 C 6.01 -1.51 -2.93  0.000
24 S 4.53 -0.68 -3.47  -0.002
25 C 3.48 -1.29 -2.21  0.014
26 C 4.03 -2.10 -1.29  0.022
27 S 3.19 -2.80 0.06  0.035
28 S 5.74 -2.44 -1.45  0.002
29 S 1.82 -0.75 -2.20  0.106
30 N -0.84 -1.17 -0.39  0.067
31 C -1.86 -0.54 -0.77  0.042
32 C -3.23 -1.06 -0.44  0.007
33 C -4.23 -1.09 -1.40  0.001
34 C -5.45 -1.70 -1.12  0.001
35 C -5.69 -2.24 0.14  0.000
36 C -4.71 -2.16 1.12  0.000
37 C -3.48 -1.58 0.82  0.001
38 C -1.85 0.73 -1.58  0.009
39 C -1.12 0.83 -2.76  0.000
40 C -1.15 2.00 -3.51  0.000
41 C -1.90 3.08 -3.08  0.000
42 C -2.63 2.99 -1.90  0.001
43 C -2.61 1.82 -1.16  0.003
44 H -4.05 -0.67 -2.38  0.000
45 H -6.22 -1.74 -1.89  0.000
46 H -6.65 -2.69 0.36  0.000
47 H -4.90 -2.55 2.11  0.000
48 H -2.70 -1.52 1.57  0.001
49 H -0.55 -0.02 -3.10  0.001
50 H -0.58 2.06 -4.43  0.000
51 H -1.92 3.99 -3.67  0.000
52 H -3.22 3.84 -1.56  0.000
53 H -3.20 1.75 -0.25  0.000
54 C -0.83 5.35 -0.15  0.000
55 C 0.67 5.22 -0.40  0.000
56 C 0.95 4.67 -1.79  0.000
57 C 1.33 4.37 0.69  0.000
58 N 0.87 2.99 0.71  0.001
59 C 1.24 1.96 -0.05  0.003
60 N 0.64 0.89 0.42  0.001
61 N -0.09 1.28 1.47  0.003
62 N 0.05 2.53 1.66  -0.001
63 H -1.29 5.98 -0.91  0.000
64 H -1.03 5.80 0.83  0.000
65 H -1.32 4.38 -0.18  0.000
66 H 1.13 6.20 -0.31  0.000
67 H 0.41 3.74 -1.98  0.000
68 H 2.02 4.49 -1.94  0.000
69 H 0.63 5.39 -2.55  0.000
70 H 1.09 4.76 1.68  0.000
71 H 2.41 4.36 0.58  0.000
72 H 1.91 1.99 -0.89  0.002
73 N -2.43 -4.09 -1.01  0.002
74 C -1.89 -5.31 -0.89  0.004
75 N -2.70 -6.39 -1.01  0.002
76 N -0.61 -5.54 -0.65  0.005
77 C 0.07 -4.43 -0.47  0.013
78 N 0.46 -3.36 -0.32  0.008
79 H -3.43 -3.96 -0.99  0.000
80 H -1.86 -3.26 -0.86  0.001
81 H -3.58 -6.30 -1.47  0.000
82 H -2.23 -7.28 -1.06  0.000



[3]
ORCA calculation (wB97M-V/def2-TZVPD) on C6H8NO2S as an isolated structure.

Values from the calculation:
Net charge   -1
Spin multiplicity   1
E_tot   -22771.7306 eV
E_LUMO   3.35 eV
ΔE to the lowest compared entry with this formula, charge and spin   129.9 kJ/mol
Gap between HOMO and LUMO   7.26 eV

Last column: natural (NBO) charge in e.
Geometry (Å):
1 C 0.63 0.48 0.46  0.285
2 C 1.10 -1.10 -0.59  -0.054
3 C 0.15 0.13 1.89  0.678
4 C -1.28 -1.33 -1.29  -0.593
5 C 0.33 2.82 0.35  -0.430
6 C -0.06 -2.01 -0.66  -0.538
7 N 0.67 1.54 -0.19  -0.514
8 O 0.92 0.46 2.78  -0.719
9 O -0.98 -0.39 1.90  -0.749
10 S 2.62 -1.41 -0.99  -0.024
11 H -2.10 -2.04 -1.36  0.196
12 H -1.58 -0.50 -0.66  0.241
13 H -1.04 -0.96 -2.28  0.192
14 H 1.06 3.14 1.10  0.202
15 H -0.66 2.81 0.83  0.189
16 H 0.32 3.54 -0.47  0.179
17 H 0.20 -2.93 -1.20  0.193
18 H -0.32 -2.26 0.38  0.268



[4]
ORCA calculation (wB97M-V/def2-TZVPD) on a 2-piece molecular cluster, C6H16N2 overall.

Values from the calculation:
Spin multiplicity   1
E_tot   -9460.8045 eV
E_LUMO   1.07 eV
Structure (SMILES)   CCNCN.C=CC
ΔE to the lowest compared entry with this formula, charge and spin   122.5 kJ/mol
Gap between HOMO and LUMO   9.79 eV

Last column: natural (NBO) charge in e.
Geometry (Å):
1 C -2.59 -0.63 -0.69  -0.157
2 C -1.71 -0.96 -1.62  -0.431
3 C 0.20 1.25 1.20  -0.632
4 C -3.27 0.70 -0.59  -0.650
5 H -2.85 -1.34 0.08  0.194
6 H -2.94 1.36 -1.39  0.210
7 H -4.35 0.57 -0.67  0.220
8 H -1.25 -1.93 -1.66  0.205
9 H -1.43 -0.27 -2.40  0.190
10 H 0.63 -0.58 -0.74  0.362
11 H 1.01 1.96 1.08  0.202
12 H -0.48 1.36 0.36  0.202
13 H -0.33 1.48 2.12  0.209
14 H -3.07 1.16 0.37  0.218
15 C 2.58 -0.08 -0.38  -0.057
16 N 3.71 -0.64 0.32  -0.831
17 C 0.73 -0.19 1.24  -0.218
18 N 1.31 -0.68 0.01  -0.650
19 H 3.73 -1.65 0.18  0.356
20 H 3.63 -0.48 1.32  0.347
21 H 2.73 -0.27 -1.45  0.183
22 H 2.61 1.01 -0.22  0.153
23 H 1.49 -0.28 2.03  0.179
24 H -0.09 -0.87 1.50  0.195



[5]
ORCA calculation (wB97M-V/def2-TZVPD) on C4H5NO in the gas phase.

Values from the calculation:
Spin multiplicity   1
E_tot   -7764.1475 eV
E_LUMO   1.02 eV
Structure (SMILES)   [H]/N=C(\C#C)OC
ΔE to the lowest compared entry with this formula, charge and spin   229.5 kJ/mol
Gap between HOMO and LUMO   11.18 eV

Last column: natural (NBO) charge in e.
Geometry (Å):
1 C -1.91 0.44 0.31  -0.263
2 N -0.19 -1.20 -0.80  -0.682
3 C 0.28 -0.22 -0.16  0.495
4 O -0.51 0.67 0.47  -0.478
5 C 1.69 0.10 0.00  -0.104
6 C 2.87 0.30 0.07  -0.156
7 H -2.15 -0.61 0.51  0.204
8 H -2.21 0.67 -0.72  0.191
9 H -2.40 1.10 1.02  0.195
10 H 0.57 -1.76 -1.19  0.359
11 H 3.92 0.49 0.14  0.240



[6]
ORCA calculation (wB97M-V/def2-TZVPD) on C42H31BBrCeCl2F4N3O9S as an isolated structure.

Values from the calculation:
Net charge   -1
Spin multiplicity   2
E_tot   -197367.6741 eV
E_LUMO (alpha / beta)   0.82 / 0.82 eV
ΔE to the lowest compared entry with this formula, charge and spin   0.0 kJ/mol
Gap between HOMO and LUMO (alpha / beta)   6.65 / 6.65 eV

Last column: Löwdin spin population.
Geometry (Å):
1 Ce -0.45 1.74 0.87  1.011
2 Cl -0.01 2.87 8.63  0.000
3 C -0.46 2.47 6.96  0.000
4 C -1.64 1.83 6.62  0.000
5 C -1.88 1.62 5.29  0.000
6 Cl -3.48 1.09 4.72  0.000
7 C -1.03 2.05 4.20  0.000
8 O -1.38 1.79 2.99  -0.002
9 C 0.17 2.72 4.60  0.000
10 C 1.21 3.21 3.68  0.000
11 O 1.10 3.21 2.42  -0.001
12 C 0.42 2.89 5.97  0.000
13 H -2.27 1.53 7.40  0.000
14 H 2.11 3.63 4.20  0.000
15 H 1.37 3.44 6.26  0.000
16 O -0.66 -0.09 -6.62  0.000
17 C -0.16 0.79 -5.94  0.000
18 O 0.73 1.61 -6.24  0.000
19 C -0.66 0.91 -4.47  0.000
20 C -1.07 -0.17 -3.69  0.000
21 C -1.34 -0.02 -2.31  0.000
22 N -1.28 1.16 -1.69  -0.001
23 C -1.00 2.19 -2.46  0.000
24 C -0.63 2.10 -3.82  0.000
25 C -0.98 3.59 -1.75  0.000
26 O -1.14 4.66 -2.35  -0.001
27 O -0.87 3.52 -0.48  -0.003
28 H -1.20 -1.13 -4.14  0.000
29 H -1.50 -0.93 -1.69  0.000
30 H -0.39 3.02 -4.36  0.000
31 C -3.59 3.49 0.42  0.000
32 O -3.15 2.23 0.89  -0.001
33 C -3.98 1.17 0.60  0.000
34 C -5.24 1.38 0.00  0.000
35 C -6.03 0.24 -0.19  0.000
36 Br -7.79 0.45 -0.87  0.000
37 C -5.62 -1.06 0.14  0.000
38 C -4.33 -1.19 0.67  0.000
39 C -3.58 -0.10 0.96  0.000
40 O -2.36 -0.24 1.55  -0.001
41 C -3.87 -2.57 0.96  0.000
42 N -4.69 -3.56 1.08  0.000
43 C -3.90 -4.68 1.12  0.000
44 C -4.23 -6.03 1.19  0.000
45 C -3.20 -6.92 1.39  0.000
46 C -1.88 -6.56 1.46  0.000
47 C -1.51 -5.26 1.32  0.000
48 C -2.53 -4.31 1.09  0.000
49 N -2.57 -2.95 0.93  0.000
50 H -4.50 3.68 0.97  0.000
51 H -3.71 3.58 -0.65  0.000
52 H -2.79 4.22 0.63  0.000
53 H -5.54 2.35 -0.39  0.000
54 H -6.14 -1.94 -0.14  0.000
55 H -2.37 0.27 2.36  0.000
56 H -5.28 -6.36 1.16  0.000
57 H -3.38 -8.02 1.55  0.000
58 H -1.13 -7.30 1.63  0.000
59 H -0.49 -4.93 1.33  0.000
60 H -1.80 -2.39 1.13  0.000
61 O 1.70 1.60 -0.25  -0.001
62 S 2.22 1.39 -1.70  0.000
63 C 2.43 -0.40 -1.91  0.000
64 C 3.07 -0.73 -3.23  0.000
65 C 4.22 -1.55 -3.25  0.000
66 C 4.85 -1.86 -4.41  0.000
67 C 4.40 -1.28 -5.61  0.000
68 C 3.30 -0.40 -5.64  0.000
69 C 2.67 -0.13 -4.42  0.000
70 C 3.98 1.93 -1.59  0.000
71 C 4.73 1.26 -0.44  0.000
72 C 4.32 1.32 0.90  0.000
73 C 4.95 0.62 1.90  0.000
74 C 5.98 -0.22 1.58  0.000
75 C 6.51 -0.24 0.26  0.000
76 C 5.86 0.45 -0.71  0.000
77 H 1.41 -0.73 -1.78  0.000
78 H 3.06 -0.76 -1.10  0.000
79 H 4.56 -1.97 -2.29  0.000
80 H 5.72 -2.50 -4.41  0.000
81 H 4.94 -1.39 -6.55  0.000
82 H 2.92 0.04 -6.55  0.000
83 H 1.84 0.53 -4.54  0.000
84 H 3.90 2.98 -1.40  0.000
85 H 4.54 1.84 -2.52  0.000
86 H 3.42 1.84 1.19  0.000
87 H 4.54 0.76 2.91  0.000
88 H 6.44 -0.75 2.40  0.000
89 H 7.37 -0.86 -0.02  0.000
90 H 6.25 0.40 -1.74  0.000
91 F 1.82 -1.78 1.27  0.000
92 B 0.74 -1.08 1.60  0.000
93 F -0.20 -1.78 2.36  0.000
94 F 0.03 -0.72 0.39  0.000
95 F 1.09 0.14 2.22  0.000



[7]
ORCA calculation (wB97M-V/def2-TZVPD) on a 2-piece molecular cluster, C5H8O2 overall.

Values from the calculation:
Spin multiplicity   1
E_tot   -9404.2836 eV
E_LUMO   -0.58 eV
ΔE to the lowest compared entry with this formula, charge and spin   535.4 kJ/mol
Gap between HOMO and LUMO   8.62 eV

Last column: natural (NBO) charge in e.
Geometry (Å):
1 O 2.49 0.13 0.27  -0.686
2 C 1.50 -0.70 -0.15  0.018
3 C -0.03 -0.21 0.58  -0.460
4 C -0.66 1.02 0.05  -0.074
5 C -1.85 0.21 -0.60  -0.568
6 C -1.05 -1.04 -0.19  0.601
7 O -1.04 -2.18 -0.54  -0.512
8 H 2.18 1.02 -0.11  0.458
9 H 1.62 -1.72 0.22  0.205
10 H 1.33 -0.60 -1.23  0.169
11 H 0.31 -0.25 1.61  0.263
12 H -0.82 2.00 0.47  0.220
13 H 1.02 1.69 -0.60  -0.129
14 H -2.20 0.37 -1.62  0.245
15 H -2.76 0.24 0.05  0.251